1.
22
Properties=species:S:1:pos:R:3:forces:R:3:nbo_charge:R:1 method="wB97M-V/def2-TZVPD" total_charge=-1 homo_lumo_gap_ev=6.9 homo_energy_ev=-2.9
O -1.0796 1.7379 1.8481 -0.156 0.237 -0.007 -1.011
O 0.1562 -0.6066 1.9868 -0.286 -0.254 -0.525 -0.996
N 0.2722 1.7417 -1.7173 0.134 -0.437 -0.831 -0.871
C -0.1101 -1.1292 -1.3596 -0.429 0.802 0.294 -0.397
C -1.0322 -1.0587 -0.1321 -0.195 -0.698 -0.074 -0.442
C 1.2334 1.0350 -0.9077 0.698 -0.578 0.480 -0.218
C -0.4021 -1.5825 1.1879 0.763 1.056 0.181 -0.031
C 1.2642 -0.4759 -1.2062 -0.691 0.434 -0.684 -0.401
H 0.4040 -2.2726 0.8274 -0.392 -0.522 0.260 0.083
H 2.2383 1.3863 -1.1616 -0.032 0.276 0.053 0.165
H 1.1284 1.1479 0.1780 -0.193 0.104 -0.077 0.188
H -1.4424 -0.0578 0.0414 0.199 0.015 -0.042 0.200
H 1.8087 -0.9811 -0.4159 0.235 -0.027 0.084 0.221
H -1.3386 1.0207 2.4479 0.096 0.078 -0.050 0.482
H -1.1959 -2.1444 1.7277 0.156 -0.317 -0.105 0.094
H -0.6706 -0.6639 -2.1770 0.242 0.121 -0.255 0.179
H 0.0206 -2.1534 -1.6915 0.096 -0.414 0.200 0.187
H 1.7624 -0.5925 -2.1763 0.252 -0.181 0.143 0.175
H -1.8913 -1.6952 -0.3980 -0.094 0.064 0.120 0.170
H -0.3364 1.2352 1.4565 -0.047 -0.188 0.259 0.498
H -0.6573 1.3730 -1.5965 -0.140 0.427 0.200 0.367
H 0.3301 2.7445 -1.6953 -0.217 0.002 0.377 0.359



2.
50
Properties=species:S:1:pos:R:3:forces:R:3:nbo_charge:R:1 method="wB97M-V/def2-TZVPD" homo_lumo_gap_ev=5.4 homo_energy_ev=-6.0
O -4.9198 0.6544 -1.2086 1.869 -1.773 -3.218 -0.796
O -6.2834 -0.1053 0.3778 0.319 -0.672 0.563 -0.754
O 3.0257 0.1532 6.3706 -0.100 -0.803 -0.608 -0.687
O -2.7597 -1.1649 3.2192 -0.475 -0.830 -3.090 -0.676
O -0.9687 3.4899 -2.2408 -0.384 -0.927 0.726 -0.685
O -5.2472 1.8118 0.5884 0.576 1.056 2.195 -0.837
O 3.3723 0.7040 -0.6041 -1.521 -0.169 0.096 -0.684
O 0.5043 -1.8051 -3.6351 3.896 2.163 1.810 -0.713
N 5.5565 0.9150 -0.9026 2.794 1.242 -0.172 -0.828
N 2.4992 -1.7958 5.3806 -1.284 -5.054 2.576 -0.829
N -1.7945 0.2640 4.5911 3.083 5.574 -0.273 -0.822
N 3.0633 -0.1737 4.1505 0.797 1.784 -2.658 -0.827
N -1.4701 4.6605 -4.0369 -2.081 3.294 -2.049 -0.813
N -2.5347 -1.5015 5.3737 -0.734 -4.142 5.505 -0.811
N 4.5986 -0.9170 -1.6285 -0.283 -2.450 -1.142 -0.841
N -1.5483 -2.3101 -3.9265 -3.736 -1.191 -0.632 -0.804
N -0.6290 -0.2140 -0.1955 0.589 1.192 -1.374 -0.864
N -0.0118 -3.3237 -5.1884 0.449 -0.681 -0.648 -0.841
N -0.3044 2.8680 -4.3066 0.855 -1.786 -1.807 -0.838
C -0.3029 -2.4355 -4.2348 1.122 0.099 0.298 0.754
C -0.9880 3.6202 -3.4549 1.898 -0.933 3.561 0.751
C 2.8884 -0.5713 5.3724 0.390 3.281 2.571 0.742
C -2.3697 -0.8461 4.3025 -1.439 -0.187 -2.468 0.733
C 4.4128 0.2506 -1.0300 -0.716 1.270 0.908 0.762
C -5.3645 0.7927 -0.1014 -1.036 1.720 -0.912 0.911
H 0.2259 2.0664 -3.9964 -0.050 0.436 -0.204 0.409
H 2.9378 -0.9280 3.4907 0.117 1.381 -0.847 0.381
H -0.7147 0.6187 -0.7608 -0.071 1.319 -0.106 0.463
H 5.5059 -1.3566 -1.5691 -0.371 -0.013 -0.187 0.394
H 0.3221 -0.2056 0.1442 0.340 -0.107 0.539 0.449
H -1.8853 -1.4756 -3.4681 -0.329 -0.359 -0.439 0.424
H -1.9525 -1.1652 6.1274 -0.652 -0.951 0.417 0.377
H 3.0354 0.8329 4.0734 0.192 -0.314 -1.086 0.421
H -1.9564 5.3469 -3.4780 -0.061 -0.163 -0.457 0.423
H -0.6928 -0.8768 -0.9549 -0.554 -1.308 0.313 0.457
H -1.7178 0.9321 3.8376 0.019 0.101 0.404 0.402
H 0.9605 -3.2766 -5.4577 -0.441 -0.529 -0.529 0.419
H -3.1255 -2.3168 5.4541 0.406 0.199 -0.075 0.413
H -1.3562 -0.1279 0.5002 -0.608 -0.800 0.469 0.482
H -0.1121 3.3681 -5.1628 0.610 -1.029 -0.017 0.376
H 5.5880 1.8847 -0.6219 -0.435 -0.308 0.085 0.409
H 2.2768 -2.3899 4.5947 0.121 0.311 0.382 0.391
H 3.7972 -1.4740 -1.8885 0.221 0.064 0.223 0.411
H -2.0019 -2.8624 -4.6402 -2.112 0.866 0.847 0.373
H -6.2641 0.3963 1.1961 -1.292 -0.492 1.337 0.481
H 2.4752 -2.1595 6.3226 -0.257 -0.589 -0.339 0.408
H 6.2754 0.6529 -1.5619 0.071 0.267 0.232 0.377
H -1.4989 4.6020 -5.0448 -0.672 0.864 0.331 0.378
H -1.7567 0.5890 5.5466 0.007 0.299 -0.557 0.386
H -0.7900 -3.6951 -5.7143 0.955 -0.219 -0.494 0.390



3.
13
Properties=species:S:1:pos:R:3:forces:R:3:nbo_charge:R:1 method="wB97M-V/def2-TZVPD" homo_lumo_gap_ev="8.3 / 8.4" spin_multiplicity=6 homo_energy_ev="-8.3 / -10.0"
Fe -1.3906 -2.9908 -2.0894 0.043 0.386 0.255 0.877
O -0.6350 0.3496 -1.2593 -0.573 -1.115 0.531 -0.685
O -1.1410 -1.7639 -0.6881 -0.717 -1.847 -0.392 -0.961
O 2.1455 2.0392 1.5793 -0.361 -0.272 -0.129 -0.736
O -0.2568 -0.4433 0.8070 -0.810 -0.940 -0.042 -0.524
C 1.3908 1.3192 0.5752 0.561 0.686 0.393 -0.090
C -0.7302 -0.5878 -0.4648 1.819 3.195 -0.010 0.982
C 0.1058 0.8566 1.2445 0.053 0.361 -0.195 -0.086
H 1.9727 0.4406 0.2511 -0.299 0.259 -0.125 0.169
H 2.9061 2.4506 1.1631 -0.002 0.010 -0.094 0.469
H -0.7098 1.5627 1.0426 0.144 -0.184 0.089 0.191
H 0.2658 0.7776 2.3280 -0.015 -0.038 -0.363 0.207
H 1.1661 2.0030 -0.2576 0.159 -0.502 0.081 0.186



4.
10
Properties=species:S:1:pos:R:3:forces:R:3:nbo_charge:R:1 method="wB97M-V/def2-TZVPD" homo_lumo_gap_ev=9.2 homo_energy_ev=-8.9
P -1.2082 1.1534 -0.3911 2.945 0.835 -0.816 0.320
P 1.9520 0.4123 0.1713 -0.007 -3.295 0.639 0.420
C -0.0890 -1.3544 -0.0861 0.372 2.031 -0.599 -0.669
C 0.3201 0.0990 0.0474 -0.745 0.283 -1.142 -0.607
H 2.0705 1.6870 -0.0810 -0.239 3.220 -0.398 -0.076
H 0.6843 -2.0125 0.1635 0.885 -1.209 0.612 0.224
H -0.6369 2.3106 0.2604 -0.593 -0.288 -0.357 -0.009
H -0.3064 -1.4386 -1.1217 0.108 -0.431 -1.339 0.223
H -1.7528 0.6803 0.7204 -1.402 -0.532 1.950 -0.037
H -1.0336 -1.5371 0.3171 -1.325 -0.615 1.449 0.209



5.
18
Properties=species:S:1:pos:R:3:forces:R:3:nbo_charge:R:1 method="wB97M-V/def2-TZVPD" total_charge=+1 homo_lumo_gap_ev=10.7 homo_energy_ev=-14.4
N -0.2066 -0.7945 0.6330 -3.367 1.713 -0.420 -0.368
N 0.6881 1.1974 -0.4619 -1.092 -2.313 0.616 -0.486
C 0.2174 -1.7007 -0.3970 -2.309 -1.644 -1.044 -0.408
C -0.5423 0.5013 -0.1034 1.165 1.042 0.124 0.272
C 0.7727 1.9508 -1.4716 0.919 0.977 1.145 0.035
C -1.7734 0.9090 -0.2975 0.238 0.566 -0.868 -0.378
C 0.7721 -0.5621 1.6487 1.397 0.561 4.002 -0.451
H 0.9312 0.5148 1.9548 -0.757 -1.200 -0.595 0.270
H -0.0973 2.3451 -1.9916 0.135 -0.229 -0.626 0.174
H 0.4187 -2.6581 -0.0112 1.038 -1.008 0.727 0.237
H -2.6826 0.3952 -0.0781 -0.305 -0.337 0.417 0.239
H -1.0908 -1.1611 1.0664 0.901 0.704 -0.442 0.449
H -1.8630 1.8304 -0.8800 -0.198 -0.221 0.363 0.238
H 1.8057 2.3640 -1.5932 -1.163 -0.120 -0.473 0.217
H 0.5291 -1.1561 2.5856 0.063 0.705 -1.193 0.244
H -0.5920 -1.9139 -1.1254 0.294 0.679 0.403 0.239
H 0.9712 -1.1690 -0.8365 2.413 0.440 -1.535 0.233
H 1.7418 -0.8924 1.3592 0.627 -0.317 -0.601 0.244



6.
50
Properties=species:S:1:pos:R:3:forces:R:3:nbo_charge:R:1 method="wB97M-V/def2-TZVPD" total_charge=+2 homo_lumo_gap_ev="8.3 / 8.6" spin_multiplicity=2 homo_energy_ev="-14.5 / -14.5"
Ti 0.3605 0.1521 0.1077 -0.382 0.143 0.065 1.723
O -5.0092 -3.0814 0.3091 0.053 0.015 -0.092 -0.653
O -0.0060 1.8872 -1.0251 0.100 0.234 -0.114 -0.560
O -2.4519 -2.1038 0.6529 0.024 -0.028 -0.051 -0.583
O -0.9998 -0.8806 -0.4823 -0.168 0.021 0.144 -0.801
O -6.5526 -2.6602 -1.2234 0.012 -0.008 -0.010 -0.532
O -0.0969 0.0805 2.1682 0.003 -0.109 0.227 -0.564
O 1.6409 -0.0487 -1.4232 0.065 -0.130 -0.420 -0.579
O 1.6737 -1.2645 0.7847 0.093 -0.109 0.119 -0.579
O 1.5538 1.7020 1.0365 -0.026 0.132 0.064 -0.587
N -2.7961 -0.3445 -2.3997 -0.110 0.299 0.173 -0.244
N -3.8816 -0.2486 -3.1583 0.053 -0.130 -0.095 -0.288
C 1.5953 0.8574 -2.5534 -0.155 0.016 0.031 -0.090
C -2.2204 -1.4314 -0.3236 0.068 -0.022 -0.022 0.814
C 0.2599 1.5918 -2.4229 0.241 0.006 -0.056 -0.107
C 1.9702 -2.1554 -0.3205 0.127 -0.031 -0.093 -0.088
C 1.4451 -1.8236 2.1112 -0.130 0.017 0.023 -0.094
C -3.1721 -1.1373 -1.3952 0.067 -0.281 -0.130 -0.021
C -5.4434 -2.4975 -0.8066 -0.027 0.002 0.087 0.774
C 0.0949 -1.2958 2.6028 0.167 -0.078 -0.008 -0.115
C 1.6759 1.6712 2.4799 0.023 -0.061 -0.063 -0.087
C 0.4244 3.1577 -0.4806 0.026 -0.052 0.058 -0.091
C -4.5023 -1.5994 -1.5567 -0.089 0.166 0.017 -0.222
C 1.7036 2.9456 0.3127 -0.030 -0.029 -0.033 -0.088
C 0.3522 1.1595 3.0192 0.004 0.036 -0.067 -0.091
C -4.9180 -0.9802 -2.7121 0.009 -0.025 0.003 0.033
C 2.3948 -1.2817 -1.5063 0.028 -0.065 0.075 -0.079
H -0.4237 1.9217 2.9623 0.008 0.006 0.012 0.222
H -0.5758 0.9661 -2.7376 0.021 -0.037 0.018 0.259
H 1.8689 3.7721 1.0023 0.017 -0.010 0.008 0.233
H -0.7319 -1.8429 2.1531 0.004 -0.018 -0.010 0.262
H 1.0717 -2.7329 -0.5402 0.007 -0.004 -0.036 0.219
H 2.2853 -1.5181 2.7325 -0.004 0.017 0.003 0.217
H 0.4367 0.8150 4.0488 0.008 0.004 0.006 0.234
H 1.6197 0.2897 -3.4838 0.011 -0.006 0.006 0.235
H 2.5787 2.8416 -0.3281 0.002 0.010 -0.007 0.210
H 2.5023 1.0002 2.7126 0.007 0.011 0.011 0.211
H 0.0203 -1.3590 3.6875 -0.006 0.025 0.002 0.236
H 2.7878 -2.8235 -0.0524 -0.025 -0.012 0.040 0.240
H 1.9118 2.6635 2.8603 -0.026 0.002 0.021 0.233
H 0.5656 3.8794 -1.2837 -0.005 0.014 0.003 0.232
H 1.4174 -2.9114 2.0554 0.013 0.001 0.001 0.238
H -4.0847 -2.8452 0.5016 -0.046 0.028 0.063 0.499
H 2.1451 -1.7897 -2.4377 0.055 -0.009 -0.012 0.231
H 0.2751 2.5158 -2.9990 -0.077 -0.001 -0.009 0.232
H -3.8598 0.3224 -3.9880 0.014 -0.029 -0.021 0.428
H -5.8694 -1.0314 -3.2144 -0.001 0.005 0.000 0.271
H 3.4578 -1.0450 -1.4866 -0.009 0.053 0.053 0.222
H -0.3892 3.4937 0.1603 -0.001 0.000 0.002 0.223
H 2.4663 1.5111 -2.5049 -0.012 0.022 0.012 0.211



Sequential E output: -404.13442, -1447.86441, -1681.90657, -762.41505, -306.29302, -2221.04947 hartree
Sequential relative energy (zero: lowest compared OMol25 entry of this formula, charge and spin) output: 0.5479, 0.0000, 0.0000, 0.7229, 2.4614, 0.0000 eV